(1)
ORCA calculation (wB97M-V/def2-TZVPD) on 2 unconnected molecules or ions with the total composition C2N4O in a non-equilibrium geometry.

* total charge: 0
* HOMO-LUMO gap: 7.68 eV
* 2S+1: 1

Atoms and positions in Å:
1 C -0.3870 -1.0548 0.0613
2 C 1.7053 0.1290 0.0229
3 N -1.5241 -1.3261 -0.1043
4 N 2.7889 0.4596 -0.1748
5 N -1.0947 1.3364 0.0306
6 N 0.4882 -0.1971 0.2908
7 O -1.9766 0.6532 -0.1265

Now the natural (NBO) charges, all in e: atom 1 (C): 0.459, atom 2 (C): 0.409, atom 3 (N): -0.391, atom 4 (N): -0.336, atom 5 (N): 0.423, atom 6 (N): -0.565, atom 7 (O): 0.002

(2)
ORCA calculation (wB97M-V/def2-TZVPD) on 2 unconnected molecules or ions with the total composition C2O3 in a non-equilibrium geometry.

* total charge: 0
* HOMO-LUMO gap: 13.57 eV
* 2S+1: 1

Atoms and positions in Å:
1 C -2.8913 0.6024 0.0312
2 C 2.0387 -0.1161 -0.2670
3 O 2.3406 0.9444 0.0389
4 O 1.7352 -1.1748 -0.5034
5 O -3.2232 -0.2558 0.7002

Now the natural (NBO) charges, all in e: atom 1 (C): 0.502, atom 2 (C): 1.018, atom 3 (O): -0.516, atom 4 (O): -0.502, atom 5 (O): -0.502

(3)
ORCA calculation (wB97M-V/def2-TZVPD) on 2 unconnected molecules or ions with the total composition C2O3 in a non-equilibrium geometry.

* total charge: 0
* HOMO-LUMO gap: 13.24 eV
* 2S+1: 1

Atoms and positions in Å:
1 C 0.9812 0.2701 0.0282
2 C -1.1853 -0.0253 -0.2335
3 O 1.1958 1.3023 -0.4188
4 O -1.9885 -0.7005 0.2793
5 O 0.9968 -0.8466 0.3448

Now the natural (NBO) charges, all in e: atom 1 (C): 0.995, atom 2 (C): 0.496, atom 3 (O): -0.492, atom 4 (O): -0.476, atom 5 (O): -0.523

(4)
ORCA calculation (wB97M-V/def2-TZVPD) on 2 unconnected molecules or ions with the total composition C2S3 in a non-equilibrium geometry.

* total charge: 0
* HOMO-LUMO gap: 9.32 eV
* 2S+1: 1

Atoms and positions in Å:
1 C 1.6663 0.5566 0.4158
2 C -2.5860 -0.4992 0.4445
3 S 2.1388 2.0580 0.2446
4 S 1.2997 -0.9549 0.2467
5 S -1.9721 -1.7578 -0.0044

Now the natural (NBO) charges, all in e: atom 1 (C): -0.342, atom 2 (C): -0.211, atom 3 (S): 0.177, atom 4 (S): 0.165, atom 5 (S): 0.212

(5)
ORCA calculation (wB97M-V/def2-TZVPD) on a molecular structure, C2S3 in a non-equilibrium geometry.

* total charge: 0
* HOMO-LUMO gap (spin up / spin down): 6.48 / 6.48 eV
* 2S+1: 1

Atoms and positions in Å:
1 C -0.9880 0.0074 -0.7408
2 C 0.3898 -0.0039 0.2457
3 S 1.9955 -0.0151 -0.0307
4 S -0.7138 -1.4038 0.2631
5 S -0.6836 1.4154 0.2628

Now the natural (NBO) charges, all in e: atom 1 (C): -0.347, atom 2 (C): -0.579, atom 3 (S): 0.112, atom 4 (S): 0.407, atom 5 (S): 0.407

The calculation returns the following energy above the lowest of the compared OMol25 structures with the same formula, charge and spin values, one per record and in order: 177.2, 8.6, 71.4, 26.8, 259.2 kJ/mol.
The calculation returns the following E values, one per record and in order: -370.299324, -301.960161, -301.936241, -1270.680068, -1270.591541 a.u..